{"formula": "C22H18N2O3S2", "method": "ωB97M-V/def2-TZVPD", "elements": ["S", "S", "O", "O", "O", "N", "N", "C", "C", "C", "C", "C", "C", "C", "C", "C", "C", "C", "C", "C", "C", "C", "C", "C", "C", "C", "C", "C", "C", "H", "H", "H", "H", "H", "H", "H", "H", "H", "H", "H", "H", "H", "H", "H", "H", "H", "H"], "coordinates": [[2.590510, -1.290025, 1.207558], [0.785543, -0.194727, 3.369094], [-3.218992, 1.099992, -1.554878], [1.005247, -0.664036, 4.700890], [1.483994, 0.989886, 2.942217], [-0.844533, -0.025718, 3.179077], [-0.589700, 0.986660, -1.517211], [1.227535, 0.271104, -2.926549], [0.247627, -0.369927, -3.863081], [-1.224517, 0.820827, -0.341359], [-2.707039, 0.918620, -0.462152], [2.590723, 0.201283, -3.165752], [1.239037, -1.507224, 2.244991], [-0.633262, 0.528269, 0.854020], [-3.589573, 0.378947, 3.156655], [1.264324, -3.483551, 1.065052], [0.632390, -2.709710, 2.064148], [-4.853120, 0.939317, 0.752854], [3.519313, 0.771970, -2.306013], [1.702696, 1.548852, -0.928965], [0.782071, 0.936912, -1.777026], [4.989060, 0.667878, -2.568544], [-4.963403, 0.541873, 3.113056], [-3.467582, 0.782640, 0.784303], [-1.368336, 0.324978, 2.047229], [3.053973, 1.458341, -1.189994], [-5.597634, 0.822325, 1.910919], [2.330569, -2.844207, 0.515132], [-2.826673, 0.498790, 2.000022], [0.937399, -4.465859, 0.775400], [5.416184, 1.658058, -2.722469], [-0.228583, -3.017760, 2.628316], [0.770166, -0.911259, -4.646994], [2.987029, -3.196244, -0.255218], [-0.397009, -1.069238, -3.331219], [-6.669248, 0.949331, 1.879249], [1.361247, 2.112826, -0.076004], [0.437023, 0.446122, 0.914326], [-5.543403, 0.450420, 4.019227], [2.937751, -0.322485, -4.045463], [-3.074882, 0.159254, 4.078597], [5.492400, 0.220348, -1.713067], [5.189114, 0.063309, -3.449261], [-1.222357, 1.056575, -2.311398], [-5.322614, 1.156262, -0.195247], [-0.385757, 0.381673, -4.336406], [3.755294, 1.928327, -0.518060]], "forces_ev_per_angstrom": [[-0.20, -0.42, -0.09], [0.18, -0.37, 0.04], [0.21, -0.08, 0.48], [-0.24, -0.07, -0.07], [-0.02, -0.03, -0.21], [0.01, -0.09, 0.32], [-0.82, 0.12, -0.22], [-0.17, 0.00, 0.24], [0.04, 0.02, 0.06], [0.71, -0.21, 0.14], [-0.31, 0.10, -0.48], [0.04, 0.11, 0.15], [0.12, 0.57, 0.21], [0.22, 0.27, -0.82], [0.16, 0.01, -0.11], [0.03, 0.02, -0.04], [-0.07, 0.14, 0.17], [0.24, 0.00, -0.14], [-0.08, 0.04, 0.04], [-0.17, 0.00, -0.15], [0.79, -0.08, -0.07], [0.02, 0.04, 0.02], [0.00, 0.01, -0.05], [-0.49, -0.05, 0.50], [0.40, -0.11, 0.07], [-0.02, -0.07, -0.16], [0.02, -0.01, 0.04], [0.11, 0.46, 0.20], [-0.73, 0.07, -0.02], [-0.03, -0.16, -0.08], [0.10, 0.03, -0.03], [-0.19, -0.07, 0.11], [-0.01, -0.02, -0.07], [0.15, -0.10, -0.17], [-0.09, -0.04, -0.02], [-0.08, 0.01, -0.01], [-0.06, 0.03, 0.14], [-0.04, 0.06, -0.18], [-0.03, -0.01, 0.08], [0.04, -0.07, -0.10], [0.00, -0.02, 0.11], [0.12, -0.04, 0.01], [0.07, -0.04, -0.05], [0.09, 0.03, 0.24], [-0.03, 0.01, -0.05], [-0.10, -0.01, -0.09], [0.10, 0.07, 0.11]], "relative_energy_ev": 0.000, "smiles": "Cc1ccc(NC2=C/C(=N\\S(=O)(=O)c3cccs3)c3ccccc3C2=O)c(C)c1", "multiplicity": 1, "e_lumo_ev": -1.61, "e_tot_ev": -53899.0372, "orbital_gap_ev": 6.72}

***

{"formula": "C7H8N2O", "method": "ωB97M-V/def2-TZVPD", "elements": ["O", "N", "N", "C", "C", "C", "C", "C", "C", "C", "H", "H", "H", "H", "H", "H", "H", "H"], "coordinates": [[-0.602455, -1.976759, 1.270783], [-0.621443, -0.678721, -0.637635], [0.722813, 0.934000, -1.277990], [1.682299, 1.880522, -1.036079], [0.502595, 0.639901, 1.029272], [1.978062, 2.326605, 0.208938], [-2.253402, -2.535699, -0.413197], [1.393523, 1.694762, 1.362932], [-1.047145, -1.695391, 0.118066], [0.228820, 0.389035, -0.208702], [-2.539979, -3.286013, 0.409298], [-1.348503, -0.271219, -1.437209], [2.208556, 2.597394, -1.911229], [-3.029200, -1.895457, -0.714780], [-1.830552, -3.229347, -1.398162], [-0.050917, -0.051799, 1.906652], [2.670209, 3.172302, 0.362590], [1.936721, 1.985881, 2.366452]], "forces_ev_per_angstrom": [[-0.58, 0.63, -2.96], [-3.21, 2.04, -2.40], [3.09, 2.89, -1.16], [-0.55, 1.86, -3.20], [0.15, 0.28, 9.26], [0.20, 0.16, 3.03], [3.37, -3.22, -0.91], [1.87, 0.15, -1.12], [-1.08, -2.10, 3.43], [-1.45, -2.70, -4.68], [0.34, 1.39, -1.36], [2.76, -1.91, 2.61], [-1.75, -2.70, 1.87], [-1.21, 0.59, -0.50], [-1.39, 2.10, 2.72], [1.79, 2.09, -2.65], [-0.30, -0.67, -0.21], [-2.04, -0.88, -1.79]], "relative_energy_ev": 2.224, "smiles": "CC(=O)Nc1ccccn1", "multiplicity": 1, "e_lumo_ev": 0.50, "e_tot_ev": -12414.1746, "orbital_gap_ev": 9.83}

***

{"formula": "C20H25BrN4O2S", "method": "ωB97M-V/def2-TZVPD", "elements": ["Br", "S", "O", "O", "N", "N", "N", "N", "C", "C", "C", "C", "C", "C", "C", "C", "C", "C", "C", "C", "C", "C", "C", "C", "C", "C", "C", "C", "H", "H", "H", "H", "H", "H", "H", "H", "H", "H", "H", "H", "H", "H", "H", "H", "H", "H", "H", "H", "H", "H", "H", "H", "H"], "coordinates": [[0.315116, -3.088470, -2.331119], [7.819039, 0.609760, 0.290113], [-2.916795, -1.932137, 1.589528], [-5.347670, 0.221057, -1.663172], [5.732898, -0.538571, 1.308546], [7.084314, 0.086438, 2.967520], [-4.772617, -0.865221, 2.016274], [-4.023795, 1.156535, -0.100728], [5.922077, -0.509299, 3.468757], [5.477379, -0.578655, -0.055768], [5.070319, -0.891695, 2.460540], [4.278987, -1.176536, -0.633594], [-3.189602, -0.025545, 0.167967], [-5.879601, 0.085080, 1.922465], [-5.696386, 2.519060, -1.205955], [-4.999942, 1.192916, -1.009096], [-1.133567, 1.334653, -0.718354], [3.558536, -0.520433, -1.640230], [-3.643622, -0.988642, 1.302208], [-1.725766, 0.425163, 0.377622], [0.328504, 1.641705, -0.392271], [2.652701, -2.981439, -0.670094], [2.380606, -1.084947, -2.143320], [-1.187341, 0.701257, -2.109876], [6.902745, 0.048972, 1.670999], [6.510906, 0.018507, -0.757353], [3.820873, -2.413185, -0.158188], [1.924606, -2.314698, -1.657036], [-2.222470, 0.542163, -2.411820], [0.908559, 0.718861, -0.375662], [-1.661275, 0.946151, 1.333756], [4.095200, -1.354783, 2.562215], [2.300824, -3.940614, -0.300897], [-1.101094, -0.467086, 0.448033], [-4.963479, 3.273290, -1.484265], [-6.364575, -0.003311, 0.948417], [-0.716471, 1.361930, -2.837035], [-3.203343, -0.646273, -0.729486], [0.395275, 2.120059, 0.584871], [3.897355, 0.440360, -2.014977], [4.378053, -2.939556, 0.610930], [-4.870461, -1.596391, 2.704314], [-6.619089, -0.142094, 2.691533], [-6.202425, 2.807202, -0.287113], [-1.679292, 2.278383, -0.741578], [-5.523698, 1.104363, 2.076302], [0.741400, 2.316245, -1.142001], [1.810499, -0.568867, -2.910187], [-0.668811, -0.256489, -2.100907], [6.535609, 0.099480, -1.839100], [-3.813773, 2.003065, 0.399215], [-6.428086, 2.413816, -2.006738], [5.712668, -0.641533, 4.525794]], "forces_ev_per_angstrom": [[0.41, 0.21, 0.16], [-0.99, -0.45, -0.24], [0.42, 0.23, -0.54], [0.26, -0.20, 0.20], [-0.77, -0.34, -0.58], [-0.73, -0.30, 0.23], [-1.21, 0.77, 0.34], [0.99, -0.54, 0.97], [0.17, 0.14, -0.45], [1.98, 1.24, -1.27], [0.28, 0.04, 1.10], [-0.60, -0.27, 0.03], [-0.06, 0.30, -0.18], [0.29, -0.09, -0.31], [0.13, -0.07, -0.03], [-1.16, -0.27, -1.19], [0.18, -0.40, -0.11], [-0.36, -0.49, 0.10], [0.89, -0.43, 0.08], [-0.13, 0.01, -0.11], [-0.45, 0.11, 0.26], [-0.01, 0.08, -0.02], [0.07, -0.20, 0.03], [-0.45, 0.19, 0.39], [0.56, 0.15, 0.42], [-0.99, -0.59, 1.02], [-0.44, 0.10, -0.33], [0.49, 0.29, 0.14], [-0.01, -0.12, -0.19], [0.11, 0.00, 0.01], [0.11, 0.04, 0.19], [0.29, 0.14, -0.49], [0.08, 0.16, -0.04], [-0.12, -0.06, 0.14], [-0.03, 0.23, 0.08], [-0.07, 0.16, 0.07], [0.03, -0.04, -0.08], [-0.27, 0.04, -0.02], [0.21, 0.03, 0.06], [-0.06, -0.09, 0.09], [-0.07, 0.06, -0.10], [0.15, -0.03, -0.13], [0.19, -0.07, -0.04], [-0.02, 0.19, 0.08], [-0.11, 0.11, -0.02], [-0.19, -0.01, 0.00], [0.12, -0.01, 0.01], [0.11, -0.05, 0.10], [0.01, -0.09, -0.08], [0.19, 0.01, 0.31], [0.09, 0.03, 0.03], [0.12, -0.03, 0.14], [0.35, 0.16, -0.22]], "smiles": "CNC(=O)[C@H](CC(C)C)NC(C)=O.Brc1ccc(-c2csc3nccn23)cc1", "multiplicity": 1, "e_lumo_ev": 0.30, "e_tot_ev": -112079.5661, "orbital_gap_ev": 8.54}

***

{"formula": "C15H21AgIN7PSTe", "method": "ωB97M-V/def2-TZVPD", "elements": ["I", "Te", "Ag", "S", "P", "N", "N", "N", "N", "N", "N", "N", "C", "C", "C", "C", "C", "C", "C", "C", "C", "C", "C", "C", "C", "C", "C", "H", "H", "H", "H", "H", "H", "H", "H", "H", "H", "H", "H", "H", "H", "H", "H", "H", "H", "H", "H", "H"], "coordinates": [[4.200555, -0.722886, 1.241981], [3.235481, -0.544515, -3.035038], [1.746789, -0.196048, -0.036896], [-2.145366, -2.530281, -2.304615], [-1.598063, 0.990235, 1.058902], [1.048451, 1.776755, 1.649161], [-2.051467, 1.098672, -1.680456], [0.081329, 1.405525, -1.188103], [0.085543, -1.155620, 1.680260], [-0.471719, 2.540242, 3.058271], [0.476383, -1.747175, -1.576121], [-2.016215, -1.766320, 1.376988], [-1.128636, -0.731551, 1.396538], [-1.118226, 1.184747, -0.684760], [-0.004684, -2.508575, 1.811913], [-1.737145, 2.759526, 3.721394], [-0.602982, -2.063429, -1.879511], [0.748001, 2.956787, 3.516819], [-3.460183, 0.787369, -1.574425], [-1.296768, -2.905582, 1.614094], [-3.429536, -1.730322, 1.073545], [-0.074508, 1.447893, -2.538511], [1.672438, 2.477315, 2.631324], [5.310363, -0.155050, -3.343954], [3.610958, -2.484092, -2.259906], [-1.384284, 1.245927, -2.862414], [-0.238719, 1.819733, 1.918789], [-3.951853, -2.425175, 1.730496], [0.765102, 1.592445, -3.197205], [-4.010314, 1.385174, -2.300340], [0.840813, 3.540860, 4.415835], [-3.607852, -0.276962, -1.767075], [5.820009, -0.245432, -2.387686], [0.867990, -3.104013, 2.021060], [-2.101321, 1.840546, 4.183292], [4.231771, -2.377185, -1.373631], [-3.805732, -0.725044, 1.258722], [5.420374, 0.862103, -3.713106], [-2.481392, 3.115726, 3.011251], [4.080177, -3.100963, -3.022622], [2.745119, 2.569578, 2.647978], [5.726106, -0.851406, -4.066975], [-1.767950, -3.872933, 1.609741], [2.645559, -2.893178, -1.974674], [-3.808369, 1.043572, -0.575440], [-1.889275, 1.166886, -3.808877], [-1.593638, 3.510529, 4.495597], [-3.583122, -2.004392, 0.028396]], "forces_ev_per_angstrom": [[-0.02, 0.03, -0.02], [-0.14, -0.06, -0.05], [0.33, 0.01, 0.02], [0.20, 0.06, 0.05], [-0.04, 0.07, 0.00], [-0.17, -0.06, -0.12], [0.11, 0.04, -0.05], [0.00, -0.09, 0.24], [-0.05, 0.05, -0.11], [0.09, 0.04, 0.03], [-0.01, 0.11, 0.05], [0.13, -0.09, -0.02], [-0.01, -0.07, 0.08], [-0.05, 0.04, -0.10], [-0.02, 0.00, -0.02], [-0.07, 0.00, 0.03], [-0.30, -0.10, -0.01], [0.01, 0.02, 0.05], [-0.02, 0.00, 0.04], [-0.02, -0.01, 0.09], [-0.01, 0.04, -0.04], [0.00, -0.02, -0.08], [0.04, -0.04, -0.02], [0.00, 0.05, 0.10], [-0.04, -0.01, 0.03], [0.00, 0.04, -0.05], [0.07, 0.01, -0.04], [-0.02, -0.01, -0.04], [0.00, -0.01, 0.00], [-0.02, -0.03, -0.01], [0.01, 0.01, 0.02], [-0.04, 0.02, -0.01], [0.03, -0.01, 0.03], [0.01, -0.02, -0.01], [-0.01, 0.02, 0.00], [0.04, -0.01, 0.00], [-0.02, -0.02, -0.02], [0.01, 0.03, -0.03], [-0.01, -0.01, 0.02], [0.03, 0.00, 0.00], [0.03, 0.01, 0.01], [0.01, -0.03, -0.02], [0.02, -0.02, -0.01], [-0.01, 0.01, -0.02], [-0.02, -0.01, -0.01], [-0.02, 0.00, -0.01], [-0.02, 0.00, -0.01], [-0.05, -0.01, 0.01]], "total_charge": -1, "multiplicity": 1, "e_lumo_ev": 2.43, "e_tot_ev": -65846.9310, "orbital_gap_ev": 6.44}

***

| no. | maximum force (eV/A) |
| --- | --- |
| 1 | 0.89 |
| 2 | 9.27 |
| 3 | 2.66 |
| 4 | 0.33 |